No. 1
Formula: C31H44BeN4OP2
Source: the Open Molecules 2025 dataset
Level of theory: ωB97M-V/def2-TZVPD

As for the frontier orbital gap: 7.6 eV. As for the energy above the lowest of the compared OMol25 structures with the same formula, charge and spin: 0.0 kcal per mole. Its electronic energy is -59844.31079 eV. For the HOMO energy, the calculation gives -8.06 eV. The value obtained for the LUMO energy is -0.4221 eV. Its max |F| is 4.58 eV/A.

Element x y z (Å)
P 1.5635 -1.5838 -1.1012
P -1.6157 -1.2292 -0.8868
O -0.3006 -0.8208 1.6451
N -3.2596 -1.7176 -0.9815
N -1.8549 0.4025 -1.8616
N 2.7421 -2.8066 -1.9966
N 2.7028 -0.2874 -1.1263
C -1.7860 1.8081 -3.6626
C -0.0743 2.4153 1.3912
C 3.0267 -4.1343 -1.7006
C 2.9066 0.6885 -2.1107
C -1.6185 3.1732 3.2850
C 0.6998 3.4360 0.6180
C -1.6395 2.5945 -2.4777
C 0.4086 4.6773 3.3998
C -1.4957 2.8880 1.8161
C -0.5552 -2.4384 3.5208
C -1.6779 1.7067 -1.4020
C 3.5404 -4.7747 -2.8290
C 0.6134 4.7654 0.8410
C -4.8346 -2.7900 -2.2149
C 4.1608 1.2538 -1.9193
C -0.8523 -2.0716 -2.3117
C -4.3460 -0.8274 -1.1479
C 0.0510 5.4102 2.0651
C 3.6095 -3.7924 -3.8636
C -3.6321 -2.9526 -1.5587
C -1.4544 -0.1731 3.6308
C 0.5027 -1.3871 -2.5720
C 1.0483 -0.4983 3.5607
C 3.1468 -2.5995 -3.3204
C 3.8511 -0.3399 -0.3194
C 4.7559 0.5971 -0.7895
C 0.6034 -3.3078 0.4316
C -0.3077 -0.9973 3.0597
C -1.9893 0.4919 -3.2508
C -5.2941 -1.4453 -1.9425
C -0.7158 3.8824 3.9845
Be 0.0584 -1.5483 0.3568
H -1.3647 0.8970 3.4127
H 0.9702 -1.7723 -3.4856
H 4.6055 2.0416 -2.5084
H 1.2220 -0.7663 4.6124
H -0.7837 3.9271 5.0767
H 0.4487 6.4356 2.1244
H -2.4137 -0.5221 3.2295
H 1.1392 0.5963 3.4648
H -2.2009 -0.3854 -3.8414
H -2.4642 2.6869 3.8035
H 3.0226 -1.6426 -3.8054
H 2.8188 -4.5143 -0.7141
H -0.7202 -3.1226 -2.0218
H 2.1420 0.9065 -2.8365
H 3.9449 -3.9357 -4.8804
H 0.5507 -4.0024 -0.4308
H -1.0348 5.5377 1.9885
H -1.7035 2.1560 -4.6834
H 3.8223 -5.8165 -2.8951
H 0.6916 5.4436 4.1402
H -4.3247 0.1519 -0.6807
H -1.4967 -0.2872 4.7214
H -1.4745 -2.0379 -3.2111
H -1.7874 3.7514 1.2070
H -6.1936 -0.9976 -2.3385
H 0.3813 -3.0050 3.5710
H 1.6349 -3.3494 0.8521
H -1.2688 -2.9517 2.8589
H -2.2280 2.0949 1.6104
H -5.3127 -3.5270 -2.8463
H -0.0481 -3.6995 1.2299
H 3.8884 -1.0377 0.4971
H 0.4683 2.1024 2.2903
H 1.8420 -0.9639 2.9598
H -3.0121 -3.8323 -1.4326
H -0.1836 1.5129 0.7782
H 5.7237 0.7918 -0.3610
H 0.3711 -0.3071 -2.7115
H 1.3162 4.0677 3.2577
H 1.0518 5.4778 0.1381
H -0.9743 -2.4060 4.5375
H 1.3677 3.0367 -0.1584
H -1.6343 1.9330 -0.3497
H -1.4866 3.6665 -2.4278

Force components x, y, z for each atom (eV/Å):
P 2.833 0.560 -2.631
P -1.101 2.692 -3.542
O -0.119 -0.127 0.103
N -0.997 -0.699 0.459
N 0.120 -0.477 0.626
N -0.678 0.000 0.699
N 0.710 0.790 -0.716
C -0.284 -0.973 0.921
C -0.248 -0.177 0.211
C -0.070 -0.286 -0.671
C 1.150 -0.049 0.593
C 0.294 0.452 0.901
C 0.161 1.064 -0.121
C 0.160 -1.188 0.564
C 0.183 0.591 -0.233
C -0.116 -0.283 -0.062
C 0.180 -0.212 0.004
C 0.072 0.431 -0.596
C -0.421 0.904 0.852
C 0.632 -0.816 -0.682
C 0.799 0.436 0.742
C -0.889 -0.765 0.303
C -0.007 -0.395 -0.348
C -0.144 -0.737 -0.753
C -0.082 0.248 0.585
C -0.397 0.737 0.981
C -0.509 0.613 -0.662
C -0.210 0.447 0.144
C -0.011 0.280 -0.275
C 0.213 0.088 0.374
C -0.255 -0.605 -0.139
C -0.205 0.929 -1.004
C -0.981 -0.578 0.061
C -1.095 -0.918 0.485
C 0.213 0.333 -0.722
C 0.531 0.541 -0.047
C 1.034 -0.064 0.518
C -0.783 -0.533 0.153
Be 0.466 -1.163 3.190
H 0.149 -0.472 -0.009
H -0.207 0.016 0.342
H -0.113 -0.028 0.045
H -0.066 0.095 -0.144
H -0.246 -0.038 -0.340
H -0.043 -0.346 -0.070
H 0.135 -0.033 -0.019
H -0.062 -0.449 0.007
H 0.077 0.178 -0.018
H 0.596 0.393 -0.156
H 0.133 -0.030 0.132
H 0.009 -0.099 -0.108
H 0.033 0.174 -0.209
H 0.030 0.023 -0.032
H 0.068 0.098 0.129
H 0.120 0.118 0.467
H 0.075 -0.001 0.152
H -0.304 -0.103 0.101
H 0.019 0.166 0.086
H -0.110 -0.244 -0.225
H 0.069 -0.194 -0.392
H 0.034 0.086 -0.143
H 0.091 -0.110 0.313
H -0.060 -0.168 0.061
H 0.013 -0.003 0.278
H -0.179 -0.083 -0.179
H -0.502 0.143 -0.277
H 0.186 0.191 0.245
H 0.205 0.108 -0.127
H -0.054 0.024 0.314
H 0.149 -0.295 -0.339
H 0.135 -0.056 0.102
H -0.055 -0.040 -0.203
H -0.166 0.078 0.138
H -0.006 0.254 -0.224
H 0.300 0.186 0.351
H 0.028 0.034 0.009
H -0.217 -0.121 0.022
H -0.263 0.124 -0.020
H 0.246 -0.426 0.076
H 0.132 -0.171 -0.282
H -0.496 0.376 0.012
H 0.022 -0.185 -0.258
H -0.053 -0.258 0.131

No. 2
Formula: C6H4N6S3
Source: the Open Molecules 2025 dataset
Level of theory: ωB97M-V/def2-TZVPD

As for the frontier orbital gap: 7.6 eV. As for the energy above the lowest of the compared OMol25 structures with the same formula, charge and spin: 44.3 kcal per mole. Its electronic energy is -47728.74751 eV. For the HOMO energy, the calculation gives -8.08 eV. The value obtained for the LUMO energy is -0.4623 eV. Its max |F| is 4.28 eV/A.

Element x y z (Å)
S -1.9573 2.9532 -1.1554
S -2.3934 -1.0428 0.4834
S 3.2787 -0.1623 -0.9885
N -0.5122 -1.5656 -1.2036
N 1.8392 0.5012 -1.2728
N -0.5936 1.9714 -1.5815
N -1.3147 -2.6119 -1.1569
N -1.8475 2.8065 0.4031
N 1.7511 0.4074 0.9833
C -0.1349 1.3716 -0.3637
C -0.8417 2.0483 0.7238
C 2.8775 -0.1423 0.7028
C -0.9993 -0.5919 -0.4435
C 1.1572 0.7942 -0.1898
C -2.3583 -2.5188 -0.4365
H -3.0929 -3.3332 -0.3508
H -0.5065 1.5237 -2.4448
H 3.5320 -0.3836 1.5614
H -0.6543 2.0451 1.7314

Force components x, y, z for each atom (eV/Å):
S -0.720 -0.058 -2.990
S 0.101 0.086 -1.015
S -0.744 -0.213 1.622
N -0.395 2.983 1.290
N -0.952 1.231 -1.466
N 0.574 1.066 4.106
N -0.226 -2.500 -1.586
N 1.322 -0.543 0.839
N -1.164 0.626 0.085
C -3.320 -1.167 -0.979
C -1.018 0.723 -1.302
C 1.766 -0.094 1.265
C 1.321 0.917 0.362
C 2.954 -1.386 -1.504
C -0.861 -0.306 1.300
H 0.478 0.567 0.048
H 0.111 -0.841 -1.336
H -0.191 -0.266 -0.949
H 0.964 -0.825 2.210

No. 3
Formula: H6O3
Source: the Open Molecules 2025 dataset
Level of theory: ωB97M-V/def2-TZVPD

As for the frontier orbital gap: 11.5 eV. Its SMILES is O.O.O. As for the energy above the lowest of the compared OMol25 structures with the same formula, charge and spin: 26.2 kcal per mole. Its electronic energy is -6239.11895 eV. For the HOMO energy, the calculation gives -10.90 eV. The value obtained for the LUMO energy is 0.5910 eV. Its max |F| is 5.91 eV/A.

Element x y z (Å)
O 0.6556 0.2238 -1.6081
O -1.3115 1.6760 -0.0478
O 0.3523 -1.7289 1.4995
H 1.0447 1.1280 -1.4809
H 0.9176 -1.5454 2.2048
H -1.1790 0.9570 -0.6388
H 0.9931 -0.2920 -0.7632
H 0.0261 -2.7886 1.5488
H -1.4989 2.3700 -0.7142

Force components x, y, z for each atom (eV/Å):
O 1.592 -0.423 2.597
O -0.542 1.819 -0.265
O -2.990 -4.595 -2.197
H -0.529 -1.239 -0.106
H 1.357 -0.015 1.985
H 0.505 -1.541 -0.553
H -1.111 1.503 -2.463
H 1.685 4.671 0.118
H 0.034 -0.180 0.885